1.
Below is 2 unconnected molecules or ions with the total composition C3H11NOS2 in a non-equilibrium geometry, with properties calculated with the ωB97M-V functional and the def2-TZVPD basis.

SMILES: C[C@@H](N)CSS.O
E_HOMO in eV: -8.92
Charge: 0
Lowest unoccupied orbital energy in eV: 0.205
Kohn-Sham gap in eV: 9.12
Energy relative to the best compared isomer or geometry (same formula, charge and spin) in eV: 0.2997

Each line ends with the Mulliken charge.
Atoms and positions in Å:
C (1.99, 0.72, -1.21)  -1.35
C (0.72, -0.11, -0.98)  0.04
N (1.02, -1.16, -0.04)  -0.66
C (-0.40, 0.87, -0.50)  -0.79
S (-2.00, 0.08, -0.38)  -0.09
S (-3.12, 1.69, 0.53)  -0.22
H (1.99, 1.46, -0.40)  0.32
H (2.89, 0.10, -1.12)  0.39
H (1.98, 1.27, -2.15)  0.36
H (0.40, -0.49, -1.96)  0.38
H (0.25, -1.73, 0.27)  0.31
H (1.33, -0.67, 0.80)  0.30
H (-0.04, 1.29, 0.45)  0.41
H (-0.39, 1.73, -1.18)  0.47
H (-3.53, 0.96, 1.58)  0.16
O (-1.35, -2.20, 1.98)  -0.64
H (-1.18, -1.26, 1.95)  0.30
H (-0.56, -2.56, 2.37)  0.31

2.
Below is 2 unconnected molecules or ions with the total composition C3H11NOS2 in a non-equilibrium geometry, with properties calculated with the ωB97M-V functional and the def2-TZVPD basis.

SMILES: C[C@H](N)CSS.O
E_HOMO in eV: -8.97
Charge: 0
Lowest unoccupied orbital energy in eV: 0.561
Kohn-Sham gap in eV: 9.53
Energy relative to the best compared isomer or geometry (same formula, charge and spin) in eV: 0.1622

Each line ends with the Mulliken charge.
Atoms and positions in Å:
C (0.07, -1.55, -1.98)  -1.53
C (0.06, -0.32, -1.07)  0.42
N (0.24, 0.93, -1.80)  -0.54
C (1.11, -0.48, 0.02)  -0.92
S (1.16, 0.92, 1.18)  -0.09
S (0.54, 0.02, 2.95)  -0.23
H (1.03, -1.60, -2.43)  0.41
H (-0.62, -1.40, -2.79)  0.38
H (-0.15, -2.49, -1.48)  0.39
H (-0.91, -0.31, -0.56)  0.32
H (0.77, 0.77, -2.64)  0.23
H (-0.65, 1.40, -1.92)  0.23
H (2.10, -0.52, -0.44)  0.33
H (0.99, -1.41, 0.58)  0.46
H (1.75, -0.37, 3.36)  0.15
O (-4.30, -0.36, -2.81)  -0.64
H (-4.31, -0.60, -3.74)  0.32
H (-3.36, -0.28, -2.64)  0.31

- Among the records above, which one has the lowest lowest unoccupied orbital energy?
  number 1